C22H41CdGeIN5SSi3 as an isolated structure at a distorted geometry, computed with ωB97M-V with the def2-TZVPD basis set.

The calculated total energy comes out at -134567.6730 eV. The spin multiplicity is 2. The calculation puts the HOMO-LUMO gap (spin up / spin down) at 7.89 / 5.30 eV. For the largest force on an atom, the calculation gives 1.3 eV Å⁻¹. As for the net charge: +2.

Atoms and positions in Å:
Cd 0.24 1.04 -0.15
C -1.80 1.83 4.36
C -1.46 1.69 2.90
N -0.26 1.77 2.44
N 0.76 2.14 3.24
C 2.03 2.33 2.77
N 2.87 2.98 3.57
S 2.56 1.76 1.30
C -2.53 1.58 1.91
C -3.84 1.97 2.23
C -4.81 1.97 1.24
C -4.46 1.58 -0.04
C -3.14 1.22 -0.28
N -2.21 1.21 0.66
H -1.03 1.38 4.98
H -2.74 1.33 4.58
H -1.91 2.88 4.64
H 0.56 2.50 4.17
H 2.61 3.34 4.47
H 3.82 3.12 3.26
H -4.08 2.32 3.21
H -5.82 2.27 1.48
H -5.18 1.57 -0.84
H -2.82 0.93 -1.27
I -0.93 4.68 0.65
C 0.66 4.64 -0.74
C 1.28 5.83 -1.10
C 2.32 5.75 -2.01
C 2.69 4.51 -2.51
C 2.00 3.39 -2.09
N 0.99 3.45 -1.22
H 0.96 6.77 -0.69
H 2.83 6.65 -2.33
H 3.50 4.42 -3.21
H 2.24 2.40 -2.45
C -2.43 -2.17 1.21
Si -0.64 -2.81 1.00
C -0.54 -4.69 0.78
C 0.38 -2.14 2.48
Ge 0.33 -1.44 -0.88
Si 2.81 -2.15 -0.83
C 3.41 -1.40 -2.48
C 3.76 -1.44 0.66
C 2.86 -4.06 -0.94
Si -1.12 -2.01 -2.87
C -2.96 -2.14 -2.40
C -0.77 -0.66 -4.18
C -0.53 -3.73 -3.46
H -2.72 -2.14 2.25
H -3.15 -2.81 0.70
H -2.53 -1.17 0.81
H -0.68 -5.19 1.73
H 0.42 -5.01 0.38
H -1.32 -5.06 0.11
H -0.13 -2.35 3.42
H 0.52 -1.06 2.40
H 1.35 -2.62 2.54
H 3.22 -0.33 -2.53
H 2.92 -1.88 -3.32
H 4.48 -1.55 -2.59
H 4.22 -0.49 0.41
H 4.55 -2.11 0.97
H 3.12 -1.26 1.52
H 2.03 -4.47 -1.50
H 2.88 -4.52 0.04
H 3.77 -4.36 -1.45
H -3.25 -1.49 -1.58
H -3.20 -3.16 -2.11
H -3.59 -1.90 -3.25
H -1.05 0.34 -3.85
H -1.32 -0.87 -5.09
H 0.29 -0.64 -4.45
H -0.48 -4.44 -2.64
H 0.44 -3.70 -3.95
H -1.24 -4.13 -4.18